1.
One molecule with the formula C4H5N in a non-equilibrium geometry, computed with the ωB97M-V functional and the def2-TZVPD basis.

Geometry as XYZ:
```
10
Properties=species:S:1:pos:R:3:lowdin_charge:R:1
C 2.272 0.131 -0.170 -0.003
C 1.190 -0.595 0.075 -0.242
C -0.155 -0.276 -0.072 -0.067
C -1.306 0.122 -0.112 -0.148
N -2.612 0.387 -0.024 0.052
H 3.259 -0.305 -0.154 0.047
H 2.208 1.199 -0.310 0.056
H 1.165 -1.707 0.104 0.114
H -3.171 -0.298 0.461 0.096
H -2.850 1.343 0.202 0.095
```

Results
M, g/mol: 67.09
Calculated total energy, eV: -5716.2765
Orbital gap, eV: 8.8
E_HOMO, eV: -7.9354
LUMO energy, eV: 0.87
ΔE to the lowest compared entry with this formula, charge and spin, eV: 2.570
SMILES: C=CC#CN



2.
C4H5N as an isolated structure, computed with the ωB97M-V functional and the def2-TZVPD basis.

Geometry as XYZ:
```
10
Properties=species:S:1:pos:R:3:lowdin_charge:R:1
C 2.233 -0.428 0.026 0.122
C 1.050 -0.393 0.247 -0.106
C -0.373 -0.337 0.538 -0.446
C -1.082 0.973 0.521 0.001
N -1.225 -0.335 -0.660 0.030
H 3.282 -0.459 -0.170 0.028
H -0.690 -1.083 1.267 0.132
H -0.445 1.702 -0.002 0.049
H -2.037 0.382 -0.289 0.086
H -0.713 -0.020 -1.480 0.105
```

Results
M, g/mol: 67.09
Calculated total energy, eV: -5713.0676
Orbital gap, eV: 9.9
E_HOMO, eV: -8.8879
LUMO energy, eV: 1.03
ΔE to the lowest compared entry with this formula, charge and spin, eV: 5.779



3.
One molecule with the formula C4H5N in a non-equilibrium geometry, computed with the ωB97M-V functional and the def2-TZVPD basis.

Geometry as XYZ:
```
10
Properties=species:S:1:pos:R:3:lowdin_charge:R:1
N -0.878 -0.055 -1.109 0.054
C -1.127 0.391 0.099 -0.258
C -0.067 0.396 1.021 -0.135
C 1.047 -0.229 0.474 -0.249
C 1.091 -0.775 -0.760 0.117
H -1.746 -0.153 -1.659 0.084
H -2.129 0.718 0.410 0.119
H -0.141 0.807 2.015 0.084
H 1.990 -0.595 0.903 0.119
H 1.959 -0.505 -1.394 0.066
```

Results
M, g/mol: 67.09
Calculated total energy, eV: -5715.0970
Orbital gap, eV: 8.7
E_HOMO, eV: -7.9814
LUMO energy, eV: 0.70
ΔE to the lowest compared entry with this formula, charge and spin, eV: 3.750



4.
An isolated ion of composition C4H5N2 and charge +1 in a non-equilibrium geometry, computed with the ωB97M-V functional and the def2-TZVPD basis.

Geometry as XYZ:
```
11
Properties=species:S:1:pos:R:3:lowdin_spin:R:1
C -1.229 0.597 0.104 0.157
C 0.145 0.873 0.339 0.338
C -1.838 -0.511 -0.622 0.100
C 1.194 0.135 0.207 0.702
N -2.036 -0.603 0.623 0.251
N 2.055 -0.733 0.060 0.340
H -1.899 1.571 0.148 0.001
H 0.248 1.909 0.622 0.042
H -1.672 -1.064 -1.501 0.017
H 2.296 -1.365 0.747 0.024
H 2.736 -0.810 -0.727 0.028
```

Results
M, g/mol: 81.10
Calculated total energy, eV: -7194.4081
2S+1: 3
Orbital gap (spin up / spin down), eV: 7.0 / 7.9
E_HOMO (spin up / spin down), eV: -11.4861 / -16.2302
LUMO energy (spin up / spin down), eV: -4.49 / -8.38
Total charge: +1
ΔE to the lowest compared entry with this formula, charge and spin, eV: 3.601



5.
A 2-piece molecular cluster, C4H5N2O overall in a non-equilibrium geometry, computed with the ωB97M-V functional and the def2-TZVPD basis.

Geometry as XYZ:
```
12
Properties=species:S:1:pos:R:3:lowdin_charge:R:1
C -0.511 0.448 -2.280 -0.224
C 0.286 -0.605 -0.109 -0.170
C -0.952 0.111 0.219 -0.151
C -0.119 0.644 -0.889 -0.310
N -0.808 0.068 -3.351 0.094
N 1.707 -0.009 2.504 -0.307
O 1.112 -0.296 3.617 -0.479
H 1.158 -0.593 0.567 0.024
H 0.397 -1.641 -0.645 0.138
H -1.924 -0.475 0.020 0.140
H -0.766 0.678 1.096 0.080
H 0.419 1.671 -0.750 0.164
```

Results
M, g/mol: 97.10
Calculated total energy, eV: -9252.6519
Orbital gap (spin up / spin down), eV: 4.8 / 4.9
E_HOMO (spin up / spin down), eV: -1.0100 / -1.0175
LUMO energy (spin up / spin down), eV: 3.84 / 3.84
Total charge: -1
ΔE to the lowest compared entry with this formula, charge and spin, eV: 1.440



6.
An isolated ion of composition C4H5N2O and charge -1 in a non-equilibrium geometry, computed with the ωB97M-V functional and the def2-TZVPD basis.

Geometry as XYZ:
```
12
Properties=species:S:1:pos:R:3:lowdin_spin:R:1
C 1.729 -0.764 0.140 0.097
C 0.703 -0.681 -0.694 0.359
C -0.577 0.071 -0.336 0.078
C -0.348 1.353 0.494 0.011
N 2.668 -0.537 0.788 0.245
N -1.043 -1.019 0.521 0.647
O -1.783 -1.890 -0.058 0.536
H 0.682 -1.482 -1.536 0.017
H -1.125 0.260 -1.293 0.006
H 0.556 1.831 0.140 0.001
H -0.113 0.891 1.424 0.002
H -1.350 1.966 0.410 0.001
```

Results
M, g/mol: 97.10
Calculated total energy, eV: -9252.4771
2S+1: 3
Orbital gap (spin up / spin down), eV: 6.0 / 5.8
E_HOMO (spin up / spin down), eV: -1.6494 / -2.4574
LUMO energy (spin up / spin down), eV: 4.36 / 3.34
Total charge: -1
ΔE to the lowest compared entry with this formula, charge and spin, eV: 0.000



7.
An isolated ion of composition C4H5N2O3 and charge -1 in a non-equilibrium geometry, computed with the ωB97M-V functional and the def2-TZVPD basis.

Geometry as XYZ:
```
14
Properties=species:S:1:pos:R:3:lowdin_charge:R:1
C -0.560 -0.627 0.837 -0.022
C 0.676 0.198 0.349 -0.499
C 1.650 0.584 1.650 -0.782
O 2.763 0.933 1.367 -0.007
O 1.134 0.420 2.702 -0.004
N 1.376 -0.432 -0.690 0.120
C 1.656 0.470 -1.544 -0.248
O 1.272 1.760 -1.360 -0.056
N 0.399 1.573 -0.158 0.091
H -1.150 -1.043 0.080 0.036
H -1.115 0.070 1.446 0.065
H 0.164 -1.295 1.397 0.107
H 2.277 0.186 -2.376 0.110
H -0.502 1.520 -0.604 0.088
```

Results
M, g/mol: 129.09
Calculated total energy, eV: -13350.6449
Orbital gap, eV: 7.5
E_HOMO, eV: -3.6167
LUMO energy, eV: 3.89
Total charge: -1
ΔE to the lowest compared entry with this formula, charge and spin, eV: 1.847
SMILES: C[C@@]1(C(=O)[O-])N=CON1



8.
An isolated ion of composition C4H5N2O3 and charge -1 in a non-equilibrium geometry, computed with the ωB97M-V functional and the def2-TZVPD basis.

Geometry as XYZ:
```
14
Properties=species:S:1:pos:R:3:lowdin_charge:R:1
C -0.964 0.236 -0.449 -0.055
C -0.289 -0.936 0.191 -0.348
C -0.453 -2.201 0.275 -0.149
O -0.407 -3.393 0.362 0.086
N 0.735 -0.443 1.092 0.076
C 1.988 -0.033 0.445 -0.715
O 2.843 0.238 1.268 -0.050
N 1.931 -0.008 -0.838 0.014
O 3.227 0.503 -1.324 -0.150
H -0.335 0.672 -1.147 0.025
H -1.394 0.836 0.265 0.033
H -1.910 -0.115 -1.133 0.120
H 0.869 -1.098 1.830 0.097
H 3.692 1.061 -0.724 0.018
```

Results
M, g/mol: 129.09
Calculated total energy, eV: -13349.6304
Orbital gap, eV: 7.2
E_HOMO, eV: -3.5020
LUMO energy, eV: 3.65
Total charge: -1
ΔE to the lowest compared entry with this formula, charge and spin, eV: 2.862
SMILES: CC(=C=O)N/C([O-])=N/O